Arrangement P

Entry from the Open Molecules 2025 dataset: a 5-piece molecular cluster, C6H24N2O4 overall (the ωB97M-V functional and the def2-TZVPD basis).

Last column: natural (NBO) charge in e.
Geometry (Å):
C  -0.66  -1.68  1.76  -0.641
C  0.10  -0.35  1.53  -0.401
C  0.29  0.10  -0.02  -0.034
C  1.22  1.40  0.15  -0.262
N  0.40  2.58  0.02  -0.618
C  1.26  3.78  0.28  -0.430
N  0.93  -0.95  -0.76  -0.658
C  1.07  -0.46  -2.16  -0.450
H  -0.94  -1.92  2.71  0.198
H  -1.67  -1.62  1.12  0.231
H  -0.06  -2.50  1.40  0.195
H  -0.58  0.44  1.83  0.190
H  1.04  -0.28  2.07  0.201
H  -0.79  0.65  -0.23  0.219
H  2.08  1.45  -0.36  0.178
H  1.67  1.34  1.18  0.179
H  -0.34  2.55  0.60  0.349
H  1.51  4.10  1.37  0.171
H  0.51  4.65  -0.06  0.196
H  2.18  3.81  -0.26  0.196
H  1.81  -1.18  -0.37  0.365
H  2.14  -0.22  -2.40  0.182
H  1.13  -1.12  -2.98  0.194
H  0.36  0.30  -2.46  0.217
O  -3.47  -2.17  0.52  -0.941
H  -2.80  -2.74  0.11  0.490
H  -3.46  -2.52  1.41  0.460
O  -1.79  -2.78  -1.44  -0.952
H  -1.94  -3.56  -2.02  0.473
H  -0.92  -2.54  -1.74  0.491
O  3.38  0.34  2.21  -0.957
H  3.44  -0.54  2.13  0.481
H  3.93  0.96  1.90  0.487
O  -3.97  0.21  -2.36  -0.968
H  -3.48  0.85  -2.83  0.479
H  -3.59  -0.40  -1.82  0.490

* Kohn-Sham gap: 8.97 eV
* LUMO energy: 0.47 eV
* SMILES: CC[C@@H](CNC)NC.O.O.O.O
* HOMO energy: -8.507 eV

Arrangement Q

Entry from the Open Molecules 2025 dataset: a 5-piece molecular cluster, C6H24N2O4 overall (the ωB97M-V functional and the def2-TZVPD basis).

Last column: natural (NBO) charge in e.
Geometry (Å):
C  -0.12  3.10  -0.44  -0.603
C  0.13  2.00  0.56  -0.407
C  -1.02  0.94  0.37  -0.385
C  -0.65  -0.61  0.49  -0.056
C  -1.86  -1.41  0.96  -0.213
N  -1.41  -2.51  1.82  -0.870
N  -0.21  -0.94  -0.89  -0.684
C  1.21  -1.28  -1.05  -0.417
H  0.56  3.94  -0.26  0.211
H  -1.14  3.49  -0.41  0.213
H  0.04  2.77  -1.47  0.200
H  1.03  1.42  0.43  0.172
H  0.11  2.34  1.60  0.197
H  -1.53  0.99  -0.58  0.203
H  -1.67  1.12  1.23  0.189
H  0.18  -0.69  1.19  0.190
H  -2.38  -1.76  0.06  0.172
H  -2.53  -0.75  1.52  0.172
H  -0.49  -2.40  2.22  0.391
H  -2.10  -2.82  2.47  0.364
H  -0.77  -1.63  -1.37  0.360
H  1.71  -0.52  -1.65  0.178
H  1.27  -2.26  -1.53  0.201
H  1.74  -1.33  -0.09  0.202
O  2.30  0.10  1.77  -0.941
H  2.49  0.69  1.03  0.481
H  1.54  0.52  2.19  0.472
O  1.55  0.77  -3.95  -0.936
H  1.28  0.92  -3.03  0.451
H  0.67  0.60  -4.30  0.482
O  1.12  -2.02  3.66  -0.943
H  1.06  -1.28  4.28  0.467
H  1.79  -1.67  3.05  0.485
O  -1.35  -0.01  -3.69  -0.942
H  -1.28  -0.64  -2.96  0.477
H  -1.26  0.83  -3.22  0.466

* Kohn-Sham gap: 9.11 eV
* LUMO energy: 0.31 eV
* SMILES: CCC[C@@H](CN)NC.O.O.O.O
* HOMO energy: -8.800 eV

Arrangement R

Entry from the Open Molecules 2025 dataset: a 5-piece molecular cluster, C6H24N2O4 overall (the ωB97M-V functional and the def2-TZVPD basis).

Last column: natural (NBO) charge in e.
Geometry (Å):
C  -0.07  -2.96  -1.56  -0.633
C  -0.22  -1.42  -1.49  -0.228
N  -1.36  -1.14  -0.40  -0.697
C  -1.07  -1.27  1.02  -0.235
C  -1.81  -0.01  1.72  -0.205
N  -1.41  1.34  1.51  -0.618
C  -0.26  1.76  2.26  -0.212
C  1.09  1.72  1.42  -0.657
H  -0.98  -3.44  -1.90  0.205
H  0.27  -3.43  -0.52  0.220
H  0.62  -3.10  -2.39  0.211
H  -0.74  -0.99  -2.47  0.195
H  0.64  -0.85  -1.14  0.224
H  -2.21  -1.62  -0.65  0.356
H  -1.50  -2.23  1.50  0.178
H  -0.03  -1.31  1.17  0.161
H  -2.80  -0.08  1.26  0.188
H  -1.82  -0.35  2.75  0.184
H  -1.26  1.48  0.58  0.355
H  -0.42  2.70  2.73  0.185
H  -0.07  1.11  3.11  0.182
H  0.97  2.16  0.39  0.200
H  1.51  0.63  1.52  0.208
H  1.72  2.54  1.83  0.222
O  1.14  2.12  -2.67  -0.976
H  0.28  2.56  -2.90  0.501
H  1.42  1.64  -3.49  0.478
O  2.65  0.77  -0.85  -0.938
H  2.39  0.73  -1.74  0.476
H  2.32  1.47  -0.42  0.465
O  -1.57  1.29  -2.94  -0.967
H  -1.13  0.96  -2.08  0.490
H  -2.34  0.69  -3.01  0.477
O  2.09  -1.52  2.65  -0.920
H  1.35  -1.03  2.20  0.462
H  2.65  -0.92  2.98  0.461

* Kohn-Sham gap: 8.77 eV
* LUMO energy: 0.48 eV
* SMILES: CCNCCNCC.O.O.O.O
* HOMO energy: -8.288 eV

Which of them is the least stable? Correct choice: arrangement P.

Arrangement P

Entry from the Open Molecules 2025 dataset: one molecule with the formula C2HN5O (the ωB97M-V functional and the def2-TZVPD basis).

Last column: natural (NBO) charge in e.
Geometry (Å):
O  -0.04  -0.18  2.36  -0.458
C  0.23  -0.30  1.22  0.715
N  0.09  -1.33  0.20  -0.432
C  -0.36  -0.83  -0.94  0.234
N  -0.89  0.40  -1.01  -0.194
N  -0.47  1.47  -0.50  0.052
N  0.83  1.55  -0.17  0.012
N  1.23  0.67  0.63  -0.154
H  -0.63  -1.46  -1.78  0.226

* Kohn-Sham gap: 8.01 eV
* LUMO energy: -1.96 eV
* SMILES: O=c1ncnnnn1
* HOMO energy: -9.967 eV

Arrangement Q

Entry from the Open Molecules 2025 dataset: one molecule with the formula C2HN5O (the ωB97M-V functional and the def2-TZVPD basis).

Last column: natural (NBO) charge in e.
Geometry (Å):
C  1.10  0.88  -0.01  0.116
N  1.90  -0.19  -0.19  -0.219
N  1.21  -1.42  -0.09  -0.286
C  -0.12  -1.00  0.06  0.557
O  -1.43  -1.33  0.06  -0.321
N  -2.22  -0.14  -0.20  0.143
N  -1.48  0.85  -0.09  0.026
N  -0.23  0.48  -0.01  -0.254
H  1.25  1.87  0.48  0.237

* Kohn-Sham gap: 9.65 eV
* LUMO energy: -0.47 eV
* SMILES: c1nnc2onnn12
* HOMO energy: -10.121 eV

Arrangement R

Entry from the Open Molecules 2025 dataset: one molecule with the formula C2HN5O (the ωB97M-V functional and the def2-TZVPD basis).

Last column: natural (NBO) charge in e.
Geometry (Å):
O  0.75  2.02  0.87  -0.454
C  0.68  1.16  0.10  0.655
N  1.50  -0.07  0.31  -0.092
N  0.89  -1.13  0.32  -0.143
C  -0.52  -1.10  0.36  0.152
N  -1.41  -0.40  -0.36  -0.246
N  -0.90  0.38  -1.34  0.081
N  -0.05  1.23  -1.12  -0.188
H  -0.95  -2.11  0.85  0.234

* Kohn-Sham gap: 8.35 eV
* LUMO energy: -1.73 eV
* SMILES: O=c1nncnnn1
* HOMO energy: -10.081 eV

Arrangement S

Entry from the Open Molecules 2025 dataset: one molecule with the formula C2HN5O (the ωB97M-V functional and the def2-TZVPD basis).

Last column: natural (NBO) charge in e.
Geometry (Å):
O  -0.60  0.97  1.99  -0.467
C  -0.66  0.19  1.01  0.650
N  -1.42  0.25  -0.22  -0.133
N  -0.72  0.55  -1.23  -0.095
C  0.73  0.48  -0.96  0.166
N  1.17  -0.55  -0.41  -0.257
N  0.54  -1.66  0.29  0.088
N  -0.23  -1.22  1.23  -0.164
H  1.20  1.00  -1.71  0.212

* Kohn-Sham gap: 8.73 eV
* LUMO energy: -1.56 eV
* SMILES: O=c1nncnnn1
* HOMO energy: -10.290 eV

Which of them is the least stable? Correct choice: arrangement S.

Arrangement P

Entry from the Open Molecules 2025 dataset: an isolated ion of composition C10H11N2O and charge +1 (the ωB97M-V functional and the def2-TZVPD basis).

Last column: natural (NBO) charge in e.
Geometry (Å):
H  -0.67  3.36  0.96  0.366
N  -0.54  2.43  0.62  -0.638
C  0.71  2.20  0.40  0.149
C  1.09  0.84  0.10  -0.096
C  2.27  0.29  0.60  -0.165
C  2.71  -0.94  0.34  -0.165
C  1.78  -1.73  -0.34  -0.181
C  0.60  -1.27  -0.83  -0.194
C  0.23  0.08  -0.71  -0.060
C  -1.12  0.48  -1.18  -0.318
N  -2.20  -0.49  -0.82  -0.495
C  -2.08  -1.08  0.53  -0.450
C  -1.21  -0.74  1.47  0.763
O  -0.52  -0.59  2.36  -0.353
H  1.47  2.85  0.67  0.186
H  2.82  0.99  1.31  0.229
H  3.63  -1.31  0.63  0.240
H  2.06  -2.81  -0.40  0.237
H  -0.10  -1.93  -1.35  0.202
H  -1.32  1.52  -0.67  0.312
H  -1.26  0.64  -2.22  0.235
H  -2.99  0.16  -0.77  0.456
H  -2.32  -1.31  -1.52  0.453
H  -3.04  -1.64  0.81  0.289

* Kohn-Sham gap: 8.85 eV
* LUMO energy: -4.02 eV
* SMILES: [H]/N=C/c1ccccc1C[NH2+]C=C=O
* total charge: +1
* HOMO energy: -12.865 eV

Arrangement Q

Entry from the Open Molecules 2025 dataset: C10H11N2O as an isolated structure (the ωB97M-V functional and the def2-TZVPD basis).

Last column: natural (NBO) charge in e.
Geometry (Å):
C  2.39  1.89  -1.65  -0.057
C  1.49  2.66  -0.87  -0.230
C  2.04  0.62  -2.08  -0.220
C  0.21  2.10  -0.54  -0.056
C  0.81  0.05  -1.68  -0.065
C  -0.09  0.70  -0.84  -0.227
C  -1.30  -0.89  2.53  -0.075
C  -0.69  -2.13  3.07  0.630
C  -1.70  -1.17  -0.73  -0.731
C  -1.35  0.17  -0.50  0.293
N  0.17  -2.01  1.85  -0.516
N  -0.31  -0.69  1.77  -0.182
O  -0.51  -2.81  4.00  -0.430
H  3.33  2.27  -1.87  0.234
H  1.69  3.69  -0.53  0.256
H  2.65  0.13  -2.78  0.242
H  -0.60  2.59  0.15  0.239
H  0.51  -0.93  -2.12  0.230
H  -2.24  -0.45  2.92  0.244
H  -0.87  -1.77  -0.86  0.252
H  -2.41  -1.24  -1.56  0.303
H  -2.24  -1.48  0.21  0.274
H  -2.08  0.79  -0.01  0.220
H  1.13  -2.10  2.13  0.372

* Kohn-Sham gap: 7.47 eV
* LUMO energy: -6.11 eV
* total charge: +1
* HOMO energy: -13.581 eV

Which of them is the least stable? Correct choice: arrangement Q.

Arrangement P

Entry from the Open Molecules 2025 dataset: one molecule with the formula C3H4O (the ωB97M-V functional and the def2-TZVPD basis).

Last column: natural (NBO) charge in e.
Geometry (Å):
C  -0.08  0.17  0.33  0.332
C  -1.27  0.21  0.75  -0.532
C  1.12  -0.09  -0.62  -0.063
O  0.26  -0.52  -1.53  -0.588
H  -2.22  -0.32  0.39  0.275
H  -1.25  0.41  1.74  0.244
H  1.54  0.82  -0.89  0.165
H  1.90  -0.67  -0.17  0.168

* Kohn-Sham gap (alpha / beta): 9.37 / 9.37 eV
* LUMO energy (alpha / beta): -0.17 / -0.17 eV
* HOMO energy (alpha / beta): -9.546 / -9.547 eV

Arrangement Q

Entry from the Open Molecules 2025 dataset: one molecule with the formula C3H4O (the ωB97M-V functional and the def2-TZVPD basis).

Last column: natural (NBO) charge in e.
Geometry (Å):
C  1.79  -0.21  0.15  -0.255
C  0.61  -0.32  0.35  -0.030
C  -0.81  -0.33  0.09  -0.154
O  -1.38  0.95  -0.04  -0.695
H  2.68  0.14  0.60  0.233
H  -1.47  -0.90  0.74  0.211
H  -0.65  -0.95  -0.82  0.209
H  -0.67  1.61  -0.17  0.481

* Kohn-Sham gap: 10.85 eV
* LUMO energy: 0.81 eV
* SMILES: C#CCO
* HOMO energy: -10.045 eV

Arrangement R

Entry from the Open Molecules 2025 dataset: C3H4O as an isolated structure (the ωB97M-V functional and the def2-TZVPD basis).

Last column: natural (NBO) charge in e.
Geometry (Å):
C  0.55  -0.53  0.03  -0.342
C  -0.74  -0.81  0.01  0.106
C  0.24  0.95  0.05  -0.091
O  -1.21  0.55  0.02  -0.507
H  1.35  -1.24  -0.07  0.217
H  -1.13  -1.83  0.01  0.209
H  0.44  1.60  0.91  0.208
H  0.49  1.30  -0.96  0.200

* Kohn-Sham gap: 10.27 eV
* LUMO energy: 1.17 eV
* HOMO energy: -9.099 eV

Arrangement S

Entry from the Open Molecules 2025 dataset: a 2-piece molecular cluster, C3H4O overall (the ωB97M-V functional and the def2-TZVPD basis).

Last column: natural (NBO) charge in e.
Geometry (Å):
C  -1.47  -0.03  0.29  -0.475
C  -0.43  0.62  -0.12  -0.210
C  1.67  -0.38  -0.18  0.467
O  2.68  0.14  0.18  -0.484
H  -2.33  0.50  0.45  0.200
H  -1.53  -1.14  0.28  0.208
H  -0.18  1.60  -0.31  0.179
H  1.58  -1.31  -0.59  0.115

* Kohn-Sham gap (alpha / beta): 9.30 / 9.30 eV
* LUMO energy (alpha / beta): 0.79 / 0.80 eV
* HOMO energy (alpha / beta): -8.501 / -8.501 eV

Which of them is the least stable? Correct choice: arrangement P.